Molecular formula: C5H9N3O
Method: DFT, ωB97M-V/def2-TZVPD

Properties
* frontier orbital gap: 8.840 eV
* HOMO: -8.08 eV
* energy relative to the best compared isomer or geometry (same formula, charge and spin): 87.2 kcal per mole

```
18
Properties=species:S:1:pos:R:3:forces:R:3
O 3.39450 -0.63326 -0.35752 0.1 0.4 0.2
N 0.72218 -1.77950 0.34433 -1.2 -0.5 -0.2
N 0.09095 0.51329 -0.02046 -7.6 -0.4 -1.0
N 2.85596 1.46698 0.28845 -0.4 0.4 0.1
C 2.56483 0.18751 -0.03512 -1.2 -2.6 -0.4
C 0.76322 -0.59222 0.01769 7.0 0.9 0.8
C -2.26844 0.56330 -1.28169 0.3 0.4 0.1
C -1.63430 0.00627 -0.26559 2.2 1.7 0.3
C -2.20434 -0.86128 0.79021 0.2 0.0 0.4
H -3.35278 0.59511 -1.32105 0.1 -0.6 -0.1
H -1.86886 -1.89141 0.66979 0.1 0.1 0.0
H 2.17057 2.05668 0.72623 -0.1 -0.1 0.0
H 3.82610 1.75184 0.36433 -0.2 -0.2 -0.1
H 0.25999 1.12010 -0.81203 0.3 -0.1 0.0
H 1.62370 -2.24388 0.42052 0.1 0.3 -0.2
H -1.88084 -0.53174 1.77796 0.0 0.0 0.0
H -3.29793 -0.84762 0.75552 0.1 0.1 -0.1
H -1.76449 1.11982 -2.06156 0.1 0.2 0.1
```
Forces are in eV/Å.

Calculated atomic charges, method Mulliken, unit e:
1. O -0.5932
2. N -0.6024
3. N -0.4665
4. N -0.3801
5. C 0.3020
6. C 0.4786
7. C -0.8643
8. C 0.6984
9. C -1.1728
10. H 0.2506
11. H 0.2834
12. H 0.2295
13. H 0.2424
14. H 0.3801
15. H 0.2952
16. H 0.2859
17. H 0.3819
18. H 0.2512

=====

Molecular formula: C2H6O2S2
Method: DFT, ωB97M-V/def2-TZVPD

Properties
* frontier orbital gap: 9.242 eV
* HOMO: -8.98 eV
* energy relative to the best compared isomer or geometry (same formula, charge and spin): 44.6 kcal per mole

```
12
Properties=species:S:1:pos:R:3:forces:R:3
S -0.17415 -0.92126 -2.37340 -1.6 0.4 1.1
S -1.83364 -0.10436 -1.22333 0.3 -0.5 -0.1
O 0.01915 0.37222 1.70421 -1.6 -5.8 0.8
O -0.98809 -1.44150 2.48482 1.1 2.6 1.0
C -0.39372 -0.39530 2.72280 -0.1 -1.7 -0.8
C 1.05902 0.35733 -2.12380 -2.0 2.0 -1.7
H 0.97079 1.31872 -2.76241 -0.4 -1.5 1.3
H 1.93022 -0.06524 -2.44238 2.6 -1.3 -0.8
H 1.12179 0.51171 -1.09574 0.2 0.7 1.6
H -1.98110 -0.70027 0.04900 1.0 0.1 -1.4
H 0.02287 -0.08404 3.70144 -0.6 -0.1 -0.2
H 0.24685 1.15199 1.35879 1.2 5.0 -0.7
```
Forces are in eV/Å.

Calculated atomic charges, method Mulliken, unit e:
1. S -0.0380
2. S -0.2492
3. O -0.3613
4. O -0.4421
5. C 0.1917
6. C -0.6538
7. H 0.2810
8. H 0.3168
9. H 0.1618
10. H 0.1682
11. H 0.3087
12. H 0.3162

=====

Molecular formula: C19H21BCl22N2O2
Method: DFT, ωB97M-V/def2-TZVPD

Properties
* frontier orbital gap: 9.527 eV
* HOMO: -9.81 eV

```
67
Properties=species:S:1:pos:R:3:forces:R:3
Cl -1.87253 -2.11367 -0.43469 -0.2 2.7 1.0
Cl 5.58356 -0.50889 -5.79562 0.9 -0.4 -0.7
Cl 5.98802 -0.00583 -8.63272 0.0 -0.3 0.3
Cl -5.20366 6.85910 -0.37135 -0.2 -0.4 -0.1
Cl -5.65515 -7.90045 8.61922 0.0 0.1 -0.4
Cl -4.94882 -8.71423 5.91653 -0.1 0.3 0.2
Cl -7.64199 5.50130 -1.19390 0.4 -0.1 0.1
Cl -1.36792 -3.65605 3.08628 0.4 -0.8 0.6
Cl 4.71030 -2.46979 -7.75975 0.3 0.3 0.1
Cl -4.18467 -6.08072 6.88949 -0.5 -0.4 0.2
Cl -6.97933 -6.67325 6.33754 0.4 -0.2 0.1
Cl -5.65400 4.08777 0.39214 -0.2 0.2 -0.2
Cl -1.77237 -4.15911 5.92338 0.2 -0.1 -0.3
Cl -2.64563 -6.12000 3.95924 0.4 0.3 -0.1
Cl 0.19424 -5.70532 4.43762 -0.4 0.2 0.0
Cl -5.09203 4.75945 -2.38254 -0.3 0.2 0.5
Cl 2.70161 -0.80307 -4.85376 -0.6 0.5 0.2
Cl -3.68972 -2.06130 2.19681 0.7 3.4 -1.2
Cl 3.10041 1.50020 -6.58631 -0.2 0.0 0.3
Cl 1.26887 1.67509 -4.33228 0.7 0.0 -0.3
Cl 4.13738 1.52769 -3.86795 -0.2 0.1 -0.6
Cl 7.55018 -2.05510 -7.28138 -0.4 0.2 0.0
O -3.55662 1.73460 -1.93337 1.4 0.0 3.6
O -2.56348 3.46135 -0.36149 0.3 -3.7 0.3
N -0.50662 -0.19253 -2.99258 -4.2 4.7 10.8
N -0.33138 2.61797 2.98995 1.0 -5.0 -11.0
C -0.21883 2.07856 1.80522 -1.3 3.6 7.7
C -1.39795 -4.91013 4.35163 0.1 0.0 -0.2
C 0.68507 2.61528 -0.61136 0.9 1.1 0.9
C 5.95798 -1.25991 -7.36737 0.0 0.0 0.1
C -3.31605 0.88524 2.42505 -1.2 -0.8 1.6
C -2.15518 -0.40338 0.32978 -2.2 -1.3 3.3
C -0.11002 1.47281 0.30317 1.8 -0.1 0.3
C 2.66968 -1.77588 1.00661 0.2 1.0 0.3
C -5.44201 -7.34217 6.94072 0.0 0.1 0.1
C 2.80209 0.97500 -4.91007 -0.2 0.0 -0.2
C 3.34435 -0.09697 -1.08541 1.2 0.2 0.4
C -5.89795 5.30190 -0.88893 0.1 0.0 -0.2
C 3.95319 1.34004 -0.58029 -0.5 -0.2 0.7
C 3.04177 1.95109 0.67997 1.3 0.9 0.4
C -2.97945 -0.42657 1.56215 2.1 0.8 -3.1
C -1.47582 0.89718 -0.37799 0.9 -1.2 -1.7
C -0.93525 0.30993 -1.86064 2.9 -3.5 -7.4
C 2.03411 3.15781 0.21657 0.3 0.0 -1.0
C 3.82291 -1.33853 -0.09164 -0.7 -0.6 -0.3
B -2.55517 2.07501 -0.87382 -2.1 1.7 -0.7
H 2.52765 1.10005 1.31971 1.0 1.7 -1.5
H 3.97862 -2.26987 -0.81108 -0.1 1.9 1.6
H 1.76004 3.90748 1.08313 0.4 -1.8 -1.6
H -2.31743 3.49907 0.61017 0.1 0.0 -1.7
H 3.84444 2.44569 1.41180 -1.9 -1.0 -1.4
H -2.97378 1.92367 2.05340 -0.3 -2.1 0.2
H 0.03950 3.58802 -0.79343 1.0 -2.3 0.3
H 3.80125 -0.31242 -2.14316 -1.1 0.3 2.1
H 2.63142 3.80337 -0.59084 -1.3 -1.3 1.8
H 2.71874 -2.89662 1.33959 -0.1 2.1 -0.8
H 0.65065 0.55358 0.35515 -1.7 2.0 0.2
H 2.17251 -0.02295 -1.16339 2.3 -0.3 0.0
H -4.49793 0.94238 2.58047 2.5 -0.2 -0.5
H -2.87919 0.75029 3.52729 -0.8 0.2 -2.5
H -4.25527 1.17456 -1.47423 1.2 0.8 -1.0
H 1.61511 -1.51613 0.56068 1.9 -0.8 0.9
H 5.06682 1.22065 -0.17302 -2.4 0.0 -1.0
H 2.80198 -1.12117 1.98512 -0.3 -1.4 -2.0
H 4.83172 -1.07696 0.48136 -2.1 -0.6 -1.4
H 3.98990 2.09630 -1.47615 -0.2 -1.3 2.0
H 1.09710 2.19946 -1.62442 -1.2 0.4 2.0
```
Forces are in eV/Å.

Calculated atomic charges, method Mulliken, unit e:
1. Cl -0.1500
2. Cl 0.0179
3. Cl -0.0962
4. Cl -0.1052
5. Cl -0.0998
6. Cl -0.0973
7. Cl -0.0964
8. Cl 0.0537
9. Cl -0.0956
10. Cl -0.0104
11. Cl -0.0949
12. Cl -0.0829
13. Cl -0.1236
14. Cl -0.0878
15. Cl -0.0966
16. Cl -0.0702
17. Cl -0.0454
18. Cl -0.1329
19. Cl -0.0416
20. Cl -0.0747
21. Cl -0.0871
22. Cl -0.1029
23. O -0.4672
24. O -0.4955
25. N -0.5609
26. N -0.6517
27. C -0.4214
28. C 0.2614
29. C 0.2042
30. C 0.2796
31. C -0.8125
32. C -0.1849
33. C 1.8579
34. C -0.5903
35. C 0.2943
36. C 0.1903
37. C 0.6331
38. C 0.2969
39. C -0.4119
40. C -0.1818
41. C 0.0172
42. C 1.5209
43. C -0.5131
44. C -0.8718
45. C -0.5245
46. B 0.2865
47. H -0.0886
48. H 0.2971
49. H 0.3294
50. H 0.3091
51. H 0.3955
52. H 0.0960
53. H 0.2751
54. H 0.0459
55. H 0.3954
56. H 0.3340
57. H -0.7547
58. H -0.3802
59. H 0.3114
60. H 0.2799
61. H 0.3082
62. H 0.0293
63. H 0.2695
64. H 0.1985
65. H 0.2016
66. H 0.0171
67. H -0.3042

=====

Molecular formula: C22H16BrCo2N2O6
Method: DFT, ωB97M-V/def2-TZVPD

Properties
* charge: -1
* frontier orbital gap: 5.300 eV
* HOMO: -3.33 eV
* energy relative to the best compared isomer or geometry (same formula, charge and spin): 37.8 kcal per mole

```
49
Properties=species:S:1:pos:R:3:forces:R:3
Br 0.28973 -0.59051 -5.48054 0.0 0.5 -0.1
Co 1.83395 0.80010 3.07626 -1.2 1.0 -0.7
Co 0.87190 3.85694 2.74274 0.1 -0.3 0.5
O -0.80557 3.37190 0.36840 -0.5 -0.3 -0.2
O 3.55571 4.82774 1.98188 0.4 0.4 0.0
O 0.33210 -0.00765 0.65914 -0.6 0.0 -0.7
O 4.60350 1.54575 2.29042 0.8 0.2 -0.2
O 1.55030 -1.31368 5.11190 -0.1 -0.8 0.8
O -0.62193 5.76454 4.37227 -0.5 0.9 0.6
N 1.28389 -3.57184 -5.65702 0.0 0.3 0.8
N 0.31736 -2.26463 -1.75090 -0.1 0.2 -0.1
C 0.93846 0.29194 1.57446 1.5 -0.1 1.0
C 2.52159 4.44986 2.26854 -0.9 -1.2 -0.2
C 1.14317 -3.93666 -3.22964 0.1 0.0 -0.6
C -2.27843 0.84527 2.58819 0.5 0.6 0.8
C 0.80576 -3.47291 -1.98537 0.0 0.0 0.5
C -2.26696 1.92611 3.50881 -3.0 -0.9 -1.3
C 0.17677 -1.47029 -2.80727 -0.3 0.4 0.7
C -4.62388 1.08018 2.26206 -0.3 0.0 -0.1
C 2.51493 -4.31241 -5.93593 -0.8 0.4 0.5
C 0.47486 -1.84012 -4.09400 0.1 -0.4 -0.3
C 0.96718 -3.11677 -4.34248 0.4 -0.7 -1.5
C 1.42773 2.47566 4.16868 -1.5 -1.2 -1.9
C 1.67590 -0.50951 4.31541 0.3 1.2 -1.1
C -0.01937 5.05696 3.71598 0.3 -0.1 -0.1
C -4.64682 2.16091 3.12932 -0.5 0.0 -0.3
C -3.50525 2.58028 3.75729 1.4 -0.3 0.0
C -3.43332 0.42545 1.99488 -0.5 -0.1 -0.2
C 0.34693 -3.43017 -6.76846 0.4 0.0 0.7
C -0.13920 3.57004 1.26766 1.1 0.9 0.0
C 0.22879 2.04585 3.47333 -0.2 0.0 3.8
C -1.08358 2.38406 4.06034 5.3 -0.2 -2.3
C 3.54487 1.25979 2.59522 -1.9 -0.6 0.5
H -0.17571 -0.46499 -2.61986 -0.1 0.1 0.1
H -5.53012 0.77117 1.76241 -0.1 0.0 0.0
H -1.35445 0.35701 2.35210 0.2 -0.1 0.1
H 0.12477 -4.40814 -7.19817 0.0 -0.1 -0.1
H 1.51214 -4.93759 -3.36083 0.1 -0.2 0.0
H 1.41930 2.18269 5.21289 0.4 1.1 0.4
H -5.55731 2.72237 3.25943 -0.2 0.0 0.1
H 0.76513 -2.77179 -7.53107 -0.1 0.0 -0.2
H -3.41069 -0.39163 1.28996 0.0 -0.1 -0.1
H 3.16938 -4.28767 -5.06763 0.0 0.0 0.0
H 0.92882 -4.11435 -1.12375 0.0 -0.1 0.1
H 2.28853 -5.35129 -6.17607 0.1 -0.2 -0.1
H -0.58745 -3.00017 -6.41177 0.1 -0.1 -0.1
H 3.04446 -3.84631 -6.76691 0.0 0.0 -0.1
H -3.50901 3.46436 4.37943 0.0 0.0 0.2
H -1.10887 3.19419 4.76828 0.0 -0.1 0.5
```
Forces are in eV/Å.

Calculated atomic charges, method Mulliken, unit e:
1. Br -0.1573
2. Co -0.1052
3. Co -0.0610
4. O -0.3542
5. O -0.3603
6. O -0.3076
7. O -0.3656
8. O -0.3731
9. O -0.3565
10. N 0.1552
11. N -0.4568
12. C 0.0187
13. C 0.2003
14. C -0.2592
15. C 0.0200
16. C -0.5442
17. C 0.5859
18. C -0.2036
19. C -0.2621
20. C -1.1300
21. C -0.0351
22. C 0.5621
23. C -0.7579
24. C 0.0682
25. C 0.1251
26. C -0.6199
27. C -0.5360
28. C -0.8160
29. C -1.1647
30. C 0.2657
31. C 0.8401
32. C -0.6493
33. C 0.1811
34. H 0.3776
35. H 0.3631
36. H 0.1678
37. H 0.3246
38. H 0.4323
39. H 0.3430
40. H 0.3552
41. H 0.3538
42. H 0.4395
43. H 0.3675
44. H 0.3547
45. H 0.3389
46. H 0.3736
47. H 0.3229
48. H 0.3757
49. H 0.5631

=====

Molecular formula: C11H15CoN5S2Te
Method: DFT, ωB97M-V/def2-TZVPD

Properties
* charge: +1
* frontier orbital gap (spin up / spin down): 7.282 / 7.281 eV
* HOMO (spin up / spin down): -11.38 / -11.38 eV

```
35
Properties=species:S:1:pos:R:3:forces:R:3
Te -0.68808 0.01617 2.69642 0.1 0.0 0.1
Co -0.11338 -0.34310 0.30337 -0.3 -1.1 0.2
S 0.12291 -1.64701 -1.73956 0.2 0.0 0.1
S -2.30700 -0.23887 -0.09181 -0.1 0.3 0.3
N -0.08516 -2.48243 0.90028 -0.1 0.0 0.1
N -1.20718 2.23341 -0.08030 -0.1 0.1 -0.1
N 1.82240 -0.14012 0.50347 0.0 0.2 -0.2
N -3.46187 2.14486 -0.28698 -0.1 0.0 0.0
N -0.08113 1.49235 0.03760 0.1 0.2 -0.1
C 1.28072 3.53377 -0.10410 0.1 0.0 0.0
C 1.07659 2.06835 0.06009 -0.2 0.1 0.0
C 4.10969 -0.76544 0.63659 0.0 0.0 0.0
C -2.29827 1.50355 -0.14962 0.1 -0.1 -0.1
C -1.90642 -1.62995 3.23479 0.0 0.1 0.0
C 2.76030 -1.07232 0.65649 0.0 0.0 0.1
C 3.51872 1.51938 0.25761 0.0 0.0 0.0
C 1.06046 -0.73710 3.63540 0.0 0.0 0.0
C 2.18661 1.14268 0.28652 0.1 -0.1 -0.1
C -0.01664 -2.36919 -0.27222 0.2 0.3 -0.4
C 4.49315 0.55016 0.43863 0.0 0.0 0.0
H -3.46508 3.14478 -0.39900 0.0 0.0 0.0
H 5.54054 0.81898 0.41393 0.0 0.0 0.0
H 3.78354 2.55209 0.08209 0.0 0.0 0.0
H 4.83663 -1.55290 0.77116 0.0 0.0 0.0
H -1.34515 -2.54906 3.10102 0.0 0.0 0.0
H 1.90017 -0.10763 3.35008 0.0 0.0 0.0
H 2.41107 -2.08330 0.81133 0.0 0.0 0.0
H -2.19954 -1.47957 4.27107 0.0 0.0 0.0
H 0.92123 -0.69466 4.71311 0.0 0.0 0.0
H 1.85969 3.73213 -1.00888 0.0 0.0 0.0
H -4.32487 1.63727 -0.35793 0.0 0.0 0.0
H 1.21379 -1.76052 3.30195 0.0 0.0 0.0
H 1.83975 3.93831 0.74170 0.0 0.0 0.0
H -2.77863 -1.61090 2.58646 0.0 0.0 0.0
H 0.32524 4.04043 -0.17827 0.0 0.0 0.0
```
Forces are in eV/Å.

Calculated atomic charges, method Mulliken, unit e:
1. Te 0.6876
2. Co -0.8983
3. S -0.2294
4. S -0.3447
5. N -0.4140
6. N -1.2103
7. N 0.5310
8. N -0.3936
9. N 1.1117
10. C -1.5578
11. C 0.8508
12. C -0.7770
13. C 0.6462
14. C -1.0028
15. C -0.1205
16. C -0.7529
17. C -1.0418
18. C 0.5604
19. C 0.4069
20. C -0.5650
21. H 0.2316
22. H 0.4405
23. H 0.4898
24. H 0.4541
25. H 0.3483
26. H 0.2893
27. H 0.4973
28. H 0.3624
29. H 0.4139
30. H 0.3751
31. H 0.2035
32. H 0.3260
33. H 0.3837
34. H 0.3338
35. H 0.3641

=====

Molecular formula: C5H10O2
Method: DFT, ωB97M-V/def2-TZVPD

Properties
* frontier orbital gap: 8.493 eV
* HOMO: -7.71 eV
* energy relative to the best compared isomer or geometry (same formula, charge and spin): 107.5 kcal per mole

```
17
Properties=species:S:1:pos:R:3:forces:R:3
O -1.30728 -1.44447 2.51909 -0.1 -0.5 -0.3
O -0.48312 -0.38833 2.00419 0.2 0.5 0.6
C -0.58639 -0.25622 0.65027 4.2 1.8 -3.3
C -1.92451 -0.32390 -0.01526 0.0 -0.1 0.3
C 1.93460 0.16946 0.69195 -0.1 0.0 0.0
C 0.63474 0.16732 -0.05029 -4.4 -2.1 3.1
C 0.65774 0.46898 -1.50528 -0.1 0.0 0.1
H -2.15727 0.62146 -0.50401 0.0 0.0 0.0
H 1.17780 1.41042 -1.68265 0.0 0.1 -0.1
H -1.82593 -0.99876 3.20468 0.2 0.2 -0.2
H -2.69427 -0.53576 0.72253 -0.1 0.0 -0.1
H -1.94443 -1.11378 -0.76435 -0.1 0.0 0.0
H -0.33455 0.52633 -1.93739 -0.1 0.0 -0.1
H 1.80045 0.49504 1.71906 0.1 0.0 0.1
H 2.65427 0.81799 0.19952 0.1 0.1 0.0
H 2.34895 -0.84063 0.71716 0.1 0.0 0.0
H 1.21513 -0.31257 -2.02820 0.0 0.0 -0.1
```
Forces are in eV/Å.

Calculated atomic charges, method Mulliken, unit e:
1. O -0.3607
2. O -0.2567
3. C 0.6999
4. C -1.2653
5. C -1.2947
6. C 0.5493
7. C -1.3238
8. H 0.3443
9. H 0.3426
10. H 0.3223
11. H 0.3425
12. H 0.3311
13. H 0.3204
14. H 0.3235
15. H 0.3798
16. H 0.2597
17. H 0.2859

=====

| no. | calculated total energy (a.u.) |
| --- | --- |
| 1 | -435.318780 |
| 2 | -1026.591555 |
| 3 | -11145.288553 |
| 4 | -6748.349436 |
| 5 | -3148.911082 |
| 6 | -346.854046 |